1.
{"formula": "C13H7N4O2S5Sn", "method": "the ωB97M-V functional and the def2-TZVPD basis", "species": ["Sn", "S", "S", "S", "S", "S", "O", "O", "N", "N", "N", "N", "C", "C", "C", "C", "C", "C", "C", "C", "C", "C", "C", "C", "C", "H", "H", "H", "H", "H", "H", "H"], "positions_angstrom": [[-1.74299, -1.55565, 1.36402], [0.79498, -2.13873, 3.63317], [-0.84975, -3.86777, 5.78898], [0.91080, -3.04380, 5.31938], [-2.15795, -3.42267, 4.49003], [-5.10391, -0.80534, -1.96779], [2.58998, 2.64762, -3.53740], [3.51532, 0.72468, -3.19604], [-0.97437, 0.62366, 1.17932], [-0.04377, -1.47817, -0.20606], [2.68237, 1.58110, -2.97419], [-2.97130, -1.01932, -0.21762], [0.39632, -0.25452, -0.57371], [0.38670, -2.54695, -0.84865], [-0.11449, 0.86927, 0.16724], [-0.24378, 3.22963, 0.58804], [0.28079, 2.16494, -0.16706], [1.73601, -1.22565, -2.31137], [1.68516, 1.28944, -1.91871], [-1.10948, 2.96311, 1.61709], [1.27605, -2.45639, -1.91952], [-3.89803, -0.93148, -0.96218], [-1.45256, 1.63457, 1.88224], [1.30791, -0.07045, -1.62254], [1.19659, 2.35145, -1.24962], [-1.53309, 3.75295, 2.21994], [-2.14007, 1.39068, 2.68385], [1.50612, 3.34792, -1.53320], [1.59135, -3.35494, -2.42929], [2.42627, -1.13877, -3.13480], [0.04195, 4.24669, 0.35113], [0.01086, -3.50712, -0.51470]], "atomic_forces_ev_per_a": [[-0.23, 0.02, -0.16], [-0.08, 0.01, 0.11], [-0.14, 0.05, 0.11], [0.18, -0.03, -0.11], [0.14, -0.04, -0.03], [0.00, 0.02, 0.01], [0.09, -0.13, 0.13], [0.01, 0.19, 0.05], [0.01, 0.02, 0.06], [0.03, -0.07, 0.02], [-0.15, -0.04, -0.22], [0.10, 0.07, -0.01], [0.04, 0.03, -0.05], [0.01, -0.02, -0.02], [0.02, 0.06, -0.02], [0.00, 0.00, 0.01], [-0.02, -0.07, 0.01], [-0.02, -0.03, 0.00], [0.07, 0.09, 0.06], [0.00, 0.01, 0.00], [0.00, 0.00, 0.01], [-0.02, -0.07, 0.01], [-0.02, 0.01, 0.01], [-0.06, 0.01, 0.08], [0.01, -0.08, -0.05], [0.01, 0.00, 0.00], [0.01, 0.00, 0.00], [0.02, 0.01, 0.00], [0.00, 0.00, 0.00], [-0.02, -0.02, 0.01], [0.00, 0.00, 0.00], [0.00, 0.01, 0.00]], "lowdin_charge": [1.14, -0.02, 0.02, 0.01, 0.04, 0.68, 0.12, 0.10, -0.04, -0.04, -0.33, -0.19, -0.13, -0.08, -0.14, 0.05, -0.10, 0.06, -0.05, 0.00, 0.01, -0.97, -0.08, -0.04, 0.09, 0.13, 0.13, 0.14, 0.13, 0.12, 0.14, 0.13], "fmax_ev_per_a": 0.283, "homo_energy_ev": -11.31, "homo_lumo_gap_ev": 6.05, "lumo_energy_ha": -0.193, "spin_multiplicity": 1, "charge": 1}

2.
{"formula": "C5H13NO", "method": "the ωB97M-V functional and the def2-TZVPD basis", "species": ["O", "N", "C", "C", "C", "C", "C", "H", "H", "H", "H", "H", "H", "H", "H", "H", "H", "H", "H", "H"], "positions_angstrom": [[-0.19490, 3.19197, 1.58988], [1.31343, 1.49890, -0.58537], [0.02793, 1.07414, -1.13236], [0.00420, -0.36936, -1.63610], [-0.40866, -1.27464, 0.69469], [-0.49223, -2.38229, 1.70634], [-0.07878, -1.45339, -0.57511], [1.76226, 0.70769, -0.13553], [1.92059, 1.81993, -1.33042], [0.17076, -2.44473, -0.94501], [-1.48789, -2.42692, 2.14991], [-0.85668, -0.51966, -2.28772], [-1.13036, 3.23667, 1.35099], [0.91078, -0.54338, -2.20735], [-0.61360, -0.26403, 1.02935], [-0.24144, -3.33698, 1.25538], [0.20955, -2.17269, 2.50750], [-0.74692, 1.20201, -0.36883], [-0.31331, 1.72459, -1.94202], [0.24528, 2.73214, 0.86177]], "atomic_forces_ev_per_a": [[-0.38, 0.03, 0.05], [-0.18, 0.22, -0.07], [-0.62, -0.40, -0.07], [-0.22, -0.19, 0.58], [0.06, -0.26, -0.11], [-0.01, 0.54, -0.16], [0.24, 0.42, -0.28], [0.02, 0.11, 0.05], [0.04, -0.06, 0.12], [-0.11, -0.09, 0.13], [0.00, -0.10, 0.00], [0.01, 0.06, -0.30], [0.30, -0.01, 0.04], [0.10, -0.02, -0.38], [-0.07, -0.02, 0.22], [-0.04, -0.14, 0.00], [0.10, -0.11, 0.25], [0.05, -0.08, 0.03], [0.45, 0.14, 0.02], [0.25, -0.03, -0.12]], "lowdin_charge": [-0.08, 0.00, -0.30, -0.20, -0.17, -0.10, -0.13, 0.08, 0.08, 0.10, 0.07, 0.11, 0.03, 0.10, 0.09, 0.07, 0.07, 0.08, 0.11, -0.02], "fmax_ev_per_a": 0.740, "homo_energy_ev": -9.38, "homo_lumo_gap_ev": 10.36, "smiles": "C/C=C/CCN.O", "lumo_energy_ha": 0.036, "spin_multiplicity": 1, "charge": 0}

3.
{"formula": "C17H24N4OS", "method": "the ωB97M-V functional and the def2-TZVPD basis", "species": ["S", "O", "N", "N", "N", "N", "C", "C", "C", "C", "C", "C", "C", "C", "C", "C", "C", "C", "C", "C", "C", "C", "C", "H", "H", "H", "H", "H", "H", "H", "H", "H", "H", "H", "H", "H", "H", "H", "H", "H", "H", "H", "H", "H", "H", "H", "H"], "positions_angstrom": [[-2.43780, 1.79108, -0.21830], [1.44760, -0.99004, 0.57687], [2.67430, 3.74126, -2.88054], [0.18646, 0.85572, 0.53107], [-3.16760, -0.36000, 1.04744], [-0.87491, 0.14059, 1.07944], [1.31868, 0.17167, 0.21720], [2.01645, 1.97990, -1.36613], [-2.13094, 0.40965, 0.66488], [-2.40681, -1.86972, 2.96098], [-3.65530, -4.07024, 1.40683], [1.29085, 4.05036, -3.14751], [2.35452, 0.95720, -0.48928], [-1.46796, -3.23691, 1.24184], [3.69080, 4.36617, -3.69031], [3.00447, 2.71381, -2.03632], [-2.94515, -4.28920, 2.76117], [4.34406, 2.36727, -1.79457], [3.68795, 0.62068, -0.27811], [-2.89136, -2.87747, 0.81641], [-1.80346, -3.26102, 2.73188], [-3.26475, -1.65566, 1.69497], [4.67016, 1.33808, -0.93453], [-4.32351, -1.73144, 1.95836], [5.71030, 1.09266, -0.77711], [-4.04211, 0.00791, 0.70112], [-1.17249, -4.21723, 0.87088], [-4.71997, -3.86891, 1.52039], [1.23353, 4.93052, -3.78325], [-0.98404, -3.49387, 3.40881], [-3.01648, -1.83570, 3.86337], [-1.63517, -1.10931, 3.06051], [-2.54923, -5.30130, 2.83842], [0.97746, 2.18414, -1.56311], [0.75960, 4.27499, -2.21943], [-0.11331, 1.72957, 0.10596], [3.23023, 5.09617, -4.35123], [4.22165, 3.63365, -4.30805], [5.14158, 2.90043, -2.28473], [4.42044, 4.88994, -3.06552], [-3.61199, -4.12585, 3.60686], [0.77515, 3.22687, -3.65491], [-3.54848, -4.94231, 0.76194], [-0.56645, -0.80198, 1.31139], [-3.06293, -2.71446, -0.24617], [3.92923, -0.18740, 0.39331], [-0.69327, -2.53030, 0.95680]], "atomic_forces_ev_per_a": [[-0.17, 0.55, -0.43], [0.15, -0.16, -0.02], [-0.08, 0.25, -0.22], [-0.21, 0.24, -0.04], [-0.07, 0.02, 0.03], [0.41, -0.75, 0.00], [-0.59, -0.05, 0.37], [-0.05, -0.06, 0.06], [-0.12, 0.32, 0.07], [0.00, -0.06, 0.13], [-0.10, -0.01, -0.14], [-0.10, -0.10, 0.07], [0.56, 0.09, -0.29], [0.05, 0.09, 0.02], [0.15, -0.04, 0.06], [0.08, -0.07, 0.18], [0.06, -0.11, 0.19], [0.02, 0.08, -0.12], [-0.23, -0.07, 0.11], [-0.23, -0.02, -0.23], [0.12, -0.07, 0.26], [0.07, -0.30, -0.07], [-0.07, -0.04, 0.03], [0.11, 0.02, -0.06], [0.08, -0.01, 0.01], [0.21, 0.03, 0.00], [0.06, -0.05, -0.06], [-0.06, 0.00, -0.04], [0.02, -0.02, 0.03], [0.03, 0.00, 0.00], [0.02, 0.06, 0.04], [0.01, 0.04, 0.03], [-0.02, -0.03, 0.04], [-0.15, 0.05, -0.04], [-0.08, -0.02, -0.03], [0.06, -0.14, 0.11], [0.00, -0.02, 0.03], [0.05, 0.04, -0.02], [0.05, 0.08, -0.07], [0.07, 0.01, -0.08], [-0.01, -0.03, 0.08], [-0.07, 0.01, 0.02], [-0.02, -0.01, -0.02], [-0.10, 0.33, -0.02], [-0.03, 0.04, -0.01], [0.02, -0.09, 0.05], [0.09, -0.01, -0.05]], "lowdin_charge": [0.62, 0.06, -0.20, 0.06, 0.03, 0.03, -0.42, 0.03, -0.84, -0.09, -0.14, -0.06, -0.14, -0.10, -0.07, -0.22, -0.14, -0.02, -0.03, -0.24, -0.29, -0.25, -0.07, 0.15, 0.11, 0.11, 0.13, 0.11, 0.08, 0.14, 0.12, 0.11, 0.11, 0.09, 0.09, 0.05, 0.08, 0.09, 0.09, 0.09, 0.11, 0.10, 0.11, 0.10, 0.15, 0.11, 0.09], "fmax_ev_per_a": 0.857, "homo_energy_ev": -7.74, "homo_lumo_gap_ev": 8.51, "smiles": "CN(C)c1cccc(C(=O)NNC(=S)N[C@@H]2C[C@H]3CC[C@@H]2C3)c1", "lumo_energy_ha": 0.028, "spin_multiplicity": 1, "charge": 0}